ORCA calculation (the ωB97M-V functional and the def2-TZVPD basis) on a 8-piece molecular cluster, C17H28Cl3N5O6 overall.

The geometry in XYZ format:
```
59
Properties=species:S:1:pos:R:3:forces:R:3
C -3.6711 1.6109 0.8714 0.6 0.5 -0.5
C -4.8982 1.0288 1.3301 -3.2 -1.9 1.5
N -5.9138 0.5613 1.6896 2.8 1.3 -1.0
H -3.9780 2.3672 0.1489 0.4 0.2 0.0
H -3.0139 0.8966 0.3756 -0.3 -0.2 -0.1
H -3.0761 2.0518 1.6712 -0.3 0.1 0.1
C 3.3158 0.3079 -2.3063 -0.4 -0.4 0.8
C 3.8414 0.7665 -1.0317 0.7 0.8 0.0
N 4.3194 1.1254 -0.0509 -0.4 -0.1 0.2
H 2.4342 -0.2428 -1.9783 -0.1 -0.5 -0.7
H 4.0591 -0.3683 -2.7285 -0.3 0.1 -0.4
H 2.9870 1.1077 -2.9699 0.4 0.0 0.0
C 1.7853 -4.5606 -3.2636 0.3 0.1 -0.4
C 1.2787 -3.2211 -3.4290 -1.5 1.0 0.1
N 0.8288 -2.1711 -3.5989 0.5 -0.5 0.3
H 1.1644 -5.2847 -3.7912 0.0 0.2 -0.1
H 1.8275 -4.8563 -2.2153 0.3 0.2 -0.1
H 2.7506 -4.4359 -3.7543 0.4 -0.9 0.3
C 3.5327 4.6278 1.0252 -0.2 -0.7 -0.5
C 4.9663 4.3247 0.9192 -1.1 0.7 0.6
N 6.0673 4.0286 0.8875 0.7 -0.1 -0.2
H 3.2062 5.4843 1.6151 0.7 0.1 0.0
H 3.0661 3.7401 1.4525 0.0 0.0 0.1
H 3.1335 4.7184 0.0150 0.0 0.2 0.0
C -1.1425 5.0053 5.9395 -0.5 1.3 1.6
C -0.9189 3.6908 5.5235 0.0 1.9 0.3
N -0.6918 2.6487 5.1927 0.8 -4.2 -1.5
H -1.8879 5.4796 5.3011 0.3 0.4 0.2
H -0.2022 5.5282 6.1144 -0.1 0.3 -0.7
H -1.5176 4.9003 6.9575 -0.5 0.3 0.1
C -1.3266 -2.6776 -1.0006 -0.8 0.4 0.2
O -1.3510 -3.9366 -1.6191 -0.5 -0.8 -1.5
C -2.0665 -4.1474 -2.8042 0.2 -0.3 -2.5
O -2.8918 -3.4503 -3.3862 2.0 -1.4 2.3
O -1.5168 -5.3162 -3.3399 0.3 1.4 2.2
C -1.9953 -6.0094 -4.4954 -1.0 0.8 0.1
H -0.8511 -2.7296 -0.0211 -0.2 -0.6 0.0
H -2.3487 -2.3090 -0.9134 0.1 0.3 0.0
H -0.6948 -1.9683 -1.5351 0.0 0.3 -0.6
H -1.4459 -6.9440 -4.6088 0.2 0.3 0.3
H -1.8671 -5.3690 -5.3680 -0.2 -0.2 -0.1
H -3.0414 -6.2538 -4.3110 -0.1 0.0 -0.4
C 0.6811 1.9510 2.2897 -1.0 -0.7 1.2
O 0.6354 2.3989 0.9064 0.3 -1.9 -0.9
C 0.3100 1.5146 -0.0460 0.3 4.8 -0.4
O -0.0550 0.3526 0.1328 0.1 -0.6 0.0
O 0.2914 2.2043 -1.2040 0.2 -1.6 2.2
C -0.0284 1.5259 -2.4114 -0.3 -1.5 -1.1
H 1.2210 2.5968 2.9822 0.3 0.5 -0.9
H 1.0936 0.9483 2.4014 -0.1 0.1 -0.3
H -0.3530 1.9851 2.6326 0.1 -0.3 0.1
H 0.1408 0.4508 -2.3528 0.3 0.0 0.2
H 0.6441 1.9001 -3.1832 -0.5 0.3 0.1
H -1.0937 1.5920 -2.6323 0.2 0.7 -0.1
C -1.1843 -1.9686 3.5940 -0.4 0.5 0.7
Cl -1.3572 -1.2082 5.1782 -0.3 -0.1 -0.1
Cl 0.4634 -1.7728 3.0872 0.8 -0.2 -0.5
Cl -2.2581 -1.1917 2.3953 0.0 -0.4 0.3
H -1.4064 -3.0283 3.7201 -0.1 0.2 -0.4
```
Positions in Å, forces in eV/Å.

- multiplicity = 2
- total charge = +1
- orbital gap (spin up / spin down) (Eh) = 0.3858 / 0.1151
- HOMO energy (spin up / spin down) (eV) = -13.476 / -13.439
- molar mass (u) = 504.80

---

ORCA calculation (the ωB97M-V functional and the def2-TZVPD basis) on C17H28ClOPPb as an isolated structure.

The geometry in XYZ format:
```
49
Properties=species:S:1:pos:R:3:forces:R:3
C -4.4507 2.1067 -1.6445 0.0 0.0 0.0
C -5.0945 0.9500 -1.0469 0.3 -0.8 0.6
C -4.4165 3.3699 -0.9267 0.6 0.5 0.6
C -3.9140 2.0239 -2.9919 0.9 -0.2 -0.5
Cl -1.8506 1.4358 -0.4668 -1.1 0.3 -0.5
H -5.3309 3.9445 -1.1657 0.1 -0.2 0.0
H -3.5379 3.9633 -1.2203 -0.5 -0.1 0.0
H -4.3773 3.2023 0.1598 -0.3 0.1 -0.4
H -6.1685 0.9579 -1.3131 0.2 0.1 0.0
H -5.0010 0.9714 0.0493 -0.3 0.1 -0.4
H -4.6447 0.0167 -1.4176 -0.4 0.3 0.0
H -4.7112 2.2835 -3.7139 0.1 0.0 0.2
H -3.5586 1.0056 -3.2097 -0.3 0.3 -0.1
H -3.0743 2.7228 -3.1231 -0.5 -0.1 -0.1
C 1.7041 -0.5086 3.1243 0.6 2.4 0.5
C 1.5483 0.8968 3.2607 0.6 -1.5 -0.1
C 0.1688 1.2103 3.1256 0.5 -0.6 0.5
H 2.3511 1.5902 3.4713 -0.2 0.0 0.0
C -0.5404 -0.0184 2.8589 1.0 -2.3 0.2
C 0.4242 -1.0822 2.8797 -2.7 1.6 0.3
H 0.1907 -2.1303 2.7971 0.0 0.0 0.0
H 2.6420 -1.0406 3.2210 -0.1 0.1 0.0
H -0.2714 2.1871 3.2343 -0.1 0.1 0.0
H -1.6075 -0.1499 2.7478 0.1 0.1 0.1
C 3.1004 0.4609 -0.8837 -1.6 1.2 -1.5
C 3.4899 1.1529 0.3039 -0.6 2.2 0.5
C 2.7625 2.3651 0.3736 1.2 -1.6 0.2
H 4.2635 0.8173 0.9809 -0.1 0.2 0.0
C 1.8825 2.4245 -0.7599 1.1 -0.6 -0.6
C 2.0752 1.2155 -1.5272 1.2 -0.8 0.6
H 1.5760 0.9282 -2.4386 0.0 0.2 -0.1
H 3.5486 -0.4447 -1.2595 0.0 0.0 0.0
H 2.9180 3.1435 1.1025 -0.1 0.0 0.1
H 1.2411 3.2464 -1.0354 -0.1 0.0 0.0
Pb 0.3049 0.4383 0.3727 0.6 -0.6 0.2
C 0.7111 -4.2638 0.4373 0.4 -0.4 -0.5
P 1.7026 -2.9866 -0.2627 -1.0 1.6 0.5
C 3.1770 -2.7723 0.6978 0.4 -0.2 -0.1
C 2.0002 -3.0925 -2.0001 0.2 -0.6 0.0
O 0.7946 -1.7855 -0.1380 -0.7 1.5 0.3
H -0.2290 -4.1596 -0.1292 0.3 -0.6 0.2
H 0.5146 -3.9597 1.4829 0.3 -0.6 -0.5
H 1.2590 -5.2074 0.2832 -0.8 -0.1 0.5
H 3.7976 -3.6418 0.4294 0.3 0.4 0.6
H 3.6677 -1.8262 0.4314 0.0 -0.5 -0.1
H 2.9158 -2.7100 1.7683 0.2 -0.4 -0.5
H 0.9758 -3.0884 -2.4149 0.6 -0.3 -0.1
H 2.4915 -2.1533 -2.3117 0.0 -0.7 0.1
H 2.5796 -4.0094 -2.1925 -0.2 0.5 -0.6
```
Positions in Å, forces in eV/Å.

- multiplicity = 1
- total charge = +2
- orbital gap (spin up / spin down) (Eh) = 0.2223 / 0.2227
- HOMO energy (spin up / spin down) (eV) = -14.283 / -14.299
- molar mass (u) = 522.04
- relative energy (zero: lowest compared OMol25 entry of this formula, charge and spin) (kcal per mole) = 7.8

---

ORCA calculation (the ωB97M-V functional and the def2-TZVPD basis) on C17H28GeN2PtS4 as an isolated structure.

The geometry in XYZ format:
```
53
Properties=species:S:1:pos:R:3:forces:R:3
Pt 0.4897 -0.4777 -0.4070 0.5 -0.6 -0.2
C -0.1682 -3.0455 -2.6771 0.0 0.0 0.0
C -0.7068 -3.4850 -1.3233 0.0 0.0 0.0
S 0.0985 -2.8469 0.1625 0.0 0.1 0.1
C 1.7831 -3.5167 0.1793 0.0 0.0 0.0
C 2.7477 -2.9924 -0.8717 0.1 0.0 0.0
S 2.8730 -1.1772 -0.8033 -0.2 0.1 0.0
C 2.9834 -0.7060 -2.5450 0.1 0.0 0.0
C 1.9065 -1.2528 -3.4754 0.0 0.0 0.0
S 0.2119 -1.2566 -2.7925 -0.2 0.1 0.1
H -0.9170 -3.2633 -3.4374 0.0 0.0 0.0
H 0.7295 -3.5940 -2.9506 0.0 0.0 0.0
H -0.7237 -4.5745 -1.2666 0.0 0.0 0.0
H -1.7367 -3.1469 -1.1954 0.0 0.0 0.0
H 1.7186 -4.6047 0.1352 0.0 0.0 0.0
H 2.1346 -3.2557 1.1798 0.0 0.0 0.0
H 2.4713 -3.2993 -1.8762 0.0 0.0 0.0
H 3.7392 -3.3973 -0.6664 0.0 0.0 0.0
H 3.9647 -0.9890 -2.9284 0.0 0.0 0.0
H 2.9501 0.3834 -2.5120 0.0 0.0 0.0
H 2.1184 -2.2721 -3.7922 0.0 0.0 0.0
H 1.8813 -0.6428 -4.3771 0.0 0.0 0.0
N -2.3500 1.1453 -3.3059 0.0 0.0 0.0
C -2.1519 2.0964 -2.4203 0.0 0.0 -0.1
N -1.3710 1.8957 -1.3426 0.0 0.2 0.0
C -1.3366 3.0044 -0.6034 0.0 -0.1 0.0
C -0.6125 3.1466 0.6146 0.1 0.1 0.1
C -0.6833 4.3349 1.2792 0.0 -0.1 0.0
C -1.4542 5.4060 0.7715 0.0 0.0 0.0
C -2.1700 5.3063 -0.4267 0.0 0.0 0.0
C -2.1065 4.1163 -1.1000 -0.1 0.1 0.0
S -2.8841 3.6696 -2.5884 0.0 0.0 0.0
H -1.8749 0.2593 -3.1938 0.0 0.0 0.0
H -2.9392 1.2815 -4.1133 0.0 0.0 0.0
H -0.0344 2.3059 0.9829 0.0 0.0 0.0
H -0.1504 4.4684 2.2101 0.0 0.0 0.0
H -1.4949 6.3323 1.3295 0.0 0.0 0.0
H -2.7491 6.1416 -0.7948 0.0 0.0 0.0
C 0.9660 -1.0322 4.3773 -0.1 0.0 0.0
Ge -0.1927 -0.1154 3.0954 0.0 0.1 0.0
C -0.6720 1.6397 3.8333 0.0 -0.1 0.0
C -1.8189 -1.1323 2.7161 0.0 0.0 0.0
C 0.8659 0.1562 1.4703 -0.1 -0.1 0.1
H 0.5175 -0.9877 5.3702 0.0 0.0 0.0
H 1.9405 -0.5469 4.4257 0.0 0.0 0.0
H 1.1078 -2.0819 4.1203 0.0 0.0 0.0
H -1.0612 1.5174 4.8444 0.0 0.0 0.0
H -1.4389 2.1355 3.2387 0.0 0.0 0.0
H 0.2104 2.2793 3.8920 0.0 0.0 0.0
H -2.4573 -1.1391 3.5997 0.0 0.0 0.0
H -1.5974 -2.1676 2.4598 0.0 0.0 0.0
H -2.3841 -0.6802 1.8984 0.0 0.0 0.0
H 1.8281 0.6576 1.6005 0.0 0.1 0.0
```
Positions in Å, forces in eV/Å.

- multiplicity = 5
- total charge = +2
- orbital gap (spin up / spin down) (Eh) = 0.2524 / 0.1985
- HOMO energy (spin up / spin down) (eV) = -12.303 / -14.287
- molar mass (u) = 656.38

---

ORCA calculation (the ωB97M-V functional and the def2-TZVPD basis) on C17H28InNO2P2S as an isolated structure.

The geometry in XYZ format:
```
52
Properties=species:S:1:pos:R:3:forces:R:3
In -0.0227 -0.1821 0.2890 -0.7 -0.2 0.4
P -1.5638 -1.9817 -0.6823 1.1 -0.3 1.0
C -2.1446 -1.0633 -2.0501 -1.0 0.6 -0.7
C -2.2839 0.3696 -1.9476 -1.1 1.0 1.1
N -1.6621 1.0438 -0.9047 0.8 0.2 -0.8
C -1.7202 2.3837 -0.8273 -0.2 -0.2 0.8
C -2.7028 3.1353 -1.4811 0.5 -0.1 -0.4
C -3.4352 2.4916 -2.4738 -0.1 -0.1 -0.1
C -3.1980 1.1369 -2.7280 0.5 -0.6 0.0
C -0.7412 3.1330 0.0791 0.4 -0.6 0.5
P 0.9476 2.3597 0.2878 -0.3 1.3 0.3
H -3.7175 0.5857 -3.4969 -0.2 0.3 -0.2
H -2.7849 4.2043 -1.2437 -0.1 -0.6 -0.3
H -4.1556 3.0672 -3.0656 0.2 -0.4 0.2
H -0.5152 4.1398 -0.3083 -0.4 -0.3 0.1
H -1.1259 3.2423 1.1077 -0.1 0.0 -0.3
H 1.2905 -0.4357 -5.6373 0.0 -0.9 0.0
H -2.5716 -1.6053 -2.9131 0.3 0.6 0.4
H 3.6508 0.8325 -1.5808 0.2 -0.1 -0.6
O 1.7480 -1.2941 -5.5694 0.1 0.6 0.2
H 1.1446 -1.9659 -5.2346 -0.2 0.3 -0.2
H 0.8222 0.1822 -1.0551 1.2 -0.1 -1.2
O 3.4040 -0.0866 -1.4749 -0.8 -1.0 -0.6
H 3.1696 -0.4989 -2.3498 0.6 1.0 1.1
C 1.8764 3.0522 -1.0989 0.2 -0.6 -0.4
H 1.7890 4.1438 -1.0565 0.1 -0.2 0.0
H 2.9316 2.7570 -1.0407 -0.2 0.2 0.1
H 1.4822 2.6720 -2.0484 0.0 0.2 0.1
C 1.6517 3.1744 1.7554 0.0 -0.3 0.2
H 2.7038 2.8696 1.8673 -0.4 0.1 0.0
H 1.6004 4.2643 1.6234 0.0 -0.2 0.0
H 1.0893 2.8838 2.6538 0.2 0.1 -0.3
C -2.8540 -2.3965 0.5329 -0.3 -0.1 -0.2
H -3.3762 -3.2952 0.1739 0.0 0.2 0.1
H -2.4077 -2.6000 1.5223 -0.1 0.2 -0.5
H -3.5685 -1.5642 0.6004 0.2 -0.2 0.1
C -0.7020 -3.4913 -1.2041 -0.3 -0.1 -0.3
H -0.1710 -3.9211 -0.3308 -0.3 0.2 -0.5
H -1.4742 -4.1948 -1.5676 0.6 0.1 0.1
H 0.0144 -3.2364 -2.0138 -0.4 -0.3 0.6
S -0.5715 -0.0539 2.5777 -1.2 1.1 0.3
C 0.5327 -1.1521 3.3176 0.9 -1.1 1.1
C 0.2625 -2.5293 3.3173 0.6 -0.2 -0.5
C 1.2658 -3.4312 3.6705 0.0 0.1 0.2
C 2.4899 -2.9646 4.1564 -0.1 0.0 -0.3
C 2.6944 -1.5958 4.3054 0.1 0.3 0.2
C 1.6999 -0.6879 3.9505 0.0 -0.3 -0.8
H -0.6926 -2.8940 2.9524 0.1 0.0 0.0
H 1.1199 -4.4997 3.5326 -0.1 0.2 0.2
H 3.2924 -3.6631 4.3911 -0.2 0.2 0.0
H 3.6569 -1.2226 4.6613 -0.4 -0.1 0.1
H 1.8326 0.3825 4.0596 0.2 -0.1 0.0
```
Positions in Å, forces in eV/Å.

- multiplicity = 1
- total charge = +2
- orbital gap (spin up / spin down) (Eh) = 0.1650 / 0.2062
- HOMO energy (spin up / spin down) (eV) = -13.908 / -13.990
- molar mass (u) = 487.25

---

ORCA calculation (the ωB97M-V functional and the def2-TZVPD basis) on C17H28N2O2S in the gas phase.

The geometry in XYZ format:
```
50
Properties=species:S:1:pos:R:3:forces:R:3
C 5.7764 2.4347 -1.1245 0.0 -0.1 0.3
C 5.3371 1.8167 0.1965 0.1 0.1 -0.2
C 4.1631 0.8761 0.1191 0.0 0.0 0.0
C 3.7025 0.2994 1.3037 -0.2 -0.1 -0.1
C 2.6309 -0.5714 1.3016 0.2 0.0 0.2
C 2.0122 -0.8747 0.1039 -0.4 -0.3 -0.2
S 0.6012 -1.9628 0.1214 -0.3 0.1 0.3
O 0.2283 -2.2633 -1.2346 0.2 0.3 0.0
O 0.8258 -3.0519 1.0270 0.1 0.2 0.2
N -0.5170 -0.9667 0.8616 0.7 -0.7 -0.2
C -1.1887 -0.0134 -0.0026 -0.1 0.3 -0.3
C -2.3376 -0.6567 -0.7864 -0.1 0.2 -0.1
C -3.3908 0.3627 -1.2446 0.1 -0.2 -0.4
C -4.5678 -0.3955 -1.8669 0.2 0.2 0.2
C -2.7965 1.2970 -2.3111 -0.1 -0.3 0.1
N -3.8838 1.1796 -0.1389 -0.4 0.0 0.0
C -3.1420 1.2597 1.1091 0.1 0.4 0.4
C -3.5458 0.1786 2.1294 0.2 0.2 -0.2
C -3.4718 2.6298 1.7257 0.2 -0.3 -0.1
C -1.6403 1.2133 0.8077 -0.2 -0.1 -0.1
C 2.4491 -0.3212 -1.0802 -0.1 -0.1 -0.1
C 3.5241 0.5542 -1.0717 0.1 0.0 0.1
H 6.0874 1.6669 -1.8287 0.0 0.0 -0.1
H 4.9722 3.0172 -1.5676 0.0 0.1 -0.1
H 6.6209 3.0985 -0.9537 0.1 0.1 0.0
H 6.1791 1.2702 0.6317 0.0 0.1 0.1
H 5.0839 2.6170 0.8982 0.1 -0.1 0.0
H 4.1967 0.5409 2.2338 0.0 0.0 0.1
H 2.2671 -1.0311 2.2061 0.0 0.0 0.2
H -1.1293 -1.4862 1.4718 0.0 -0.3 0.1
H -0.4083 0.2985 -0.7041 -0.2 0.2 0.0
H -1.9260 -1.1856 -1.6459 -0.1 0.0 0.0
H -2.8219 -1.4068 -0.1568 0.0 0.0 0.0
H -5.0237 -1.0641 -1.1383 0.0 -0.1 0.1
H -4.2310 -0.9903 -2.7118 0.0 -0.1 -0.1
H -5.3224 0.3061 -2.2159 -0.1 0.1 -0.1
H -1.9611 1.8610 -1.9110 0.1 0.1 0.0
H -2.4526 0.7232 -3.1674 0.1 -0.1 -0.2
H -3.5566 2.0014 -2.6389 -0.1 0.1 0.0
H -4.8594 0.9928 0.0510 0.0 0.0 0.0
H -2.9725 0.2948 3.0459 0.0 0.0 0.2
H -3.3824 -0.8247 1.7485 0.0 -0.2 0.0
H -4.6028 0.2793 2.3728 -0.1 0.0 0.0
H -4.5311 2.6894 1.9623 -0.2 0.0 0.1
H -3.2378 3.4193 1.0175 0.0 0.1 -0.1
H -2.9014 2.7890 2.6369 0.0 0.0 0.2
H -1.3892 2.1170 0.2521 0.0 0.1 0.0
H -1.0799 1.2326 1.7428 0.0 0.1 0.0
H 1.9475 -0.5911 -1.9965 0.0 0.0 -0.1
H 3.8582 0.9802 -2.0037 0.1 0.1 -0.1
```
Positions in Å, forces in eV/Å.

- multiplicity = 1
- orbital gap (Eh) = 0.3384
- HOMO energy (eV) = -8.562
- molar mass (u) = 324.49
- relative energy (zero: lowest compared OMol25 entry of this formula, charge and spin) (kcal per mole) = 0.8